{
  "formula": "C29H76N4O12",
  "method": "ωB97M-V with the def2-TZVPD basis set",
  "fmax_ev_per_a": 3.9,
  "homo_lumo_gap_ha": 0.330,
  "lumo_ev": 0.4,
  "smiles": "CC1(C)CCCC(C)(C)N1O.COC[C@H](C)N.COC[C@H](C)N.COC[C@H](C)N.OCCO.OCCO.OCCO.OCCO",
  "species": ["C", "C", "C", "O", "C", "N", "H", "H", "H", "H", "H", "H", "H", "H", "H", "H", "H", "C", "C", "C", "O", "C", "N", "H", "H", "H", "H", "H", "H", "H", "H", "H", "H", "H", "C", "C", "C", "O", "C", "N", "H", "H", "H", "H", "H", "H", "H", "H", "H", "H", "H", "C", "C", "O", "O", "H", "H", "H", "H", "H", "H", "C", "C", "O", "O", "H", "H", "H", "H", "H", "H", "C", "C", "O", "O", "H", "H", "H", "H", "H", "H", "C", "C", "O", "O", "H", "H", "H", "H", "H", "H", "C", "C", "C", "C", "C", "C", "N", "O", "C", "C", "C", "H", "H", "H", "H", "H", "H", "H", "H", "H", "H", "H", "H", "H", "H", "H", "H", "H", "H", "H"],
  "positions_angstrom": [[4.14297, -1.94623, 0.71945], [4.12079, -0.93976, -0.43642], [4.90466, -1.51974, -1.62034], [5.06341, -0.50861, -2.59244], [5.82284, -0.95360, -3.72978], [2.71325, -0.61476, -0.78003], [3.39681, -1.59668, 1.44232], [5.11918, -2.07551, 1.18004], [3.78000, -2.94346, 0.43554], [4.59329, -0.00730, -0.12026], [4.33605, -2.37170, -2.01867], [5.88544, -1.82774, -1.23166], [5.27351, -1.70955, -4.28998], [6.83448, -1.18437, -3.39649], [5.88623, -0.06911, -4.37320], [2.83599, 0.01714, -1.58459], [2.27835, -1.44156, -1.20992], [-3.89941, 2.51769, -0.19206], [-3.08514, 2.90246, 1.08781], [-3.22935, 4.33774, 1.49464], [-4.50482, 4.47400, 2.14676], [-4.86853, 5.79176, 2.43636], [-3.34338, 1.93142, 2.20148], [-3.33309, 1.71294, -0.67319], [-3.91902, 3.35581, -0.88601], [-4.86667, 2.08944, 0.05695], [-2.04865, 2.74796, 0.76866], [-3.07842, 4.99624, 0.63782], [-2.53158, 4.51235, 2.33625], [-5.61065, 5.85322, 3.22988], [-5.26086, 6.31382, 1.55229], [-3.99616, 6.36988, 2.80071], [-3.55947, 2.56350, 2.98724], [-4.26086, 1.52051, 2.01995], [-1.71921, 1.35216, 7.76831], [-2.74003, 0.74277, 6.80644], [-2.09699, 0.57588, 5.44163], [-0.91122, -0.21244, 5.47676], [-1.13021, -1.55436, 5.05238], [-3.26591, -0.53816, 7.33675], [-0.89325, 0.65401, 7.98103], [-2.10479, 1.51309, 8.78060], [-1.25519, 2.24335, 7.33978], [-3.54011, 1.48808, 6.76820], [-1.74947, 1.52101, 5.01769], [-2.84315, 0.19253, 4.73750], [-1.75915, -2.09736, 5.76197], [-0.17795, -2.07007, 4.96808], [-1.68676, -1.58086, 4.10886], [-2.54826, -1.24337, 7.20213], [-3.26027, -0.44124, 8.35491], [0.04883, -5.57398, 0.06919], [-0.62423, -4.22879, 0.03687], [0.11235, -3.41413, -0.91494], [1.34375, -5.43939, 0.41114], [-0.11218, -6.09614, -0.87913], [-0.56671, -6.19491, 0.74698], [-0.66385, -3.78482, 1.04126], [-1.64519, -4.27436, -0.34907], [1.04356, -3.42347, -0.65935], [1.71720, -6.25209, 0.74900], [2.55004, 0.17320, 4.32587], [2.66593, 1.25459, 5.39309], [1.90358, 1.01460, 6.57990], [3.43668, -0.87497, 4.56943], [2.68189, 0.67261, 3.35284], [1.52485, -0.19828, 4.28923], [2.29905, 2.20457, 4.95974], [3.70822, 1.43793, 5.65009], [0.99651, 0.95330, 6.24984], [4.33560, -0.67263, 4.31651], [0.30056, 4.31844, -1.24676], [0.69745, 3.01450, -1.92910], [1.49629, 3.36629, -3.01996], [-0.19804, 5.29381, -2.21625], [1.12403, 4.79465, -0.67915], [-0.48584, 4.21339, -0.50217], [-0.25905, 2.58892, -2.26863], [1.16899, 2.32062, -1.23267], [1.48797, 2.62893, -3.64008], [0.45369, 5.26330, -2.94431], [-0.46331, 0.05679, 1.52489], [-1.56560, -0.88121, 1.07634], [-2.69921, -0.97763, 1.87028], [0.29129, 0.52222, 0.40842], [0.19325, -0.37555, 2.29717], [-0.90770, 0.91164, 2.05882], [-1.18140, -1.88496, 0.90898], [-1.88546, -0.53645, 0.08400], [-2.84970, -0.08153, 2.22042], [0.96674, -0.17009, 0.24115], [2.16792, -1.32504, -6.53835], [0.93281, -0.80106, -5.75388], [-0.12631, -0.38820, -6.76862], [-1.45206, -0.04666, -6.13558], [-1.89464, -1.21606, -5.22814], [-0.82006, -1.79890, -4.28582], [0.46787, -1.91791, -4.94352], [1.45864, -2.40265, -4.02344], [-0.79110, -0.96048, -3.00888], [-1.24250, -3.25182, -3.93086], [1.51652, 0.44579, -5.04150], [1.82335, -2.19990, -7.09569], [3.03334, -1.43992, -5.89806], [2.45178, -0.58850, -7.29846], [0.29518, 0.39929, -7.39265], [-0.24753, -1.27090, -7.41695], [-2.19498, 0.27682, -6.85329], [-1.24787, 0.78867, -5.44996], [-2.39536, -1.98349, -5.82433], [-2.70999, -0.81890, -4.61118], [-0.07584, -1.39763, -2.30135], [-0.46260, 0.06552, -3.15592], [-1.75059, -1.00835, -2.49474], [-2.08450, -3.63177, -4.51995], [-0.45267, -3.89816, -4.31258], [-1.51316, -3.33133, -2.88470], [2.00048, 1.09336, -5.78288], [2.31893, 0.16869, -4.34836], [0.84534, 1.13494, -4.51837], [1.79950, -3.20755, -4.43401]],
  "forces_ev_per_a": [[-0.88, 0.17, 0.03], [-0.22, -0.98, 0.08], [-0.16, 0.77, 0.58], [0.12, -0.42, -0.50], [-0.66, 1.59, 0.53], [0.73, -0.01, -0.92], [0.41, -0.02, 0.25], [0.04, 0.16, 0.05], [0.15, 0.13, -0.30], [0.01, -0.02, -0.03], [0.22, -0.11, -0.06], [0.00, -0.26, -0.25], [0.33, -0.47, 0.16], [0.00, -0.60, -0.25], [0.07, -0.18, 0.02], [-0.56, -0.07, 0.37], [0.19, 0.17, 0.14], [1.12, -0.39, 0.77], [-0.06, -1.41, -1.35], [-0.55, -0.36, 1.89], [-0.30, -0.28, -0.63], [0.65, 1.03, -0.03], [-0.64, 1.34, 0.09], [-0.17, 0.04, -0.10], [-0.38, -0.03, 0.00], [-0.33, 0.46, -0.12], [0.15, 0.27, 0.24], [-0.06, 0.22, 0.15], [0.43, 0.40, -0.73], [-0.13, -0.46, -0.06], [0.04, -0.10, 0.06], [-0.19, -0.15, -0.14], [0.22, -0.71, 0.00], [0.13, 0.03, -0.01], [0.94, -0.63, 0.41], [0.72, 0.22, 1.03], [-0.11, 0.23, -0.41], [-0.23, -0.49, -0.14], [-0.49, -0.03, 0.03], [0.25, 0.38, 0.17], [-0.12, 0.01, -0.48], [-0.38, 0.49, -0.32], [-0.20, 0.20, 0.29], [-0.28, -0.31, -0.46], [-0.33, 0.30, 0.31], [0.19, -0.32, -0.04], [0.15, -0.13, 0.10], [0.13, 0.14, -0.04], [0.30, 0.06, -0.12], [-0.02, 0.01, -0.14], [-0.39, -0.02, -0.24], [-3.71, -1.25, -0.24], [0.94, 0.55, -0.97], [-0.50, 0.13, 0.70], [2.38, 0.55, 0.70], [0.33, 0.28, -0.44], [0.45, 0.07, 0.39], [0.23, -0.02, -0.19], [0.12, -0.18, 0.05], [-0.14, -0.17, 0.11], [0.02, -0.17, 0.00], [0.06, 1.24, 0.05], [-0.92, 0.91, -0.17], [0.34, -0.14, -0.56], [-0.20, -1.26, -0.04], [0.35, -0.26, -0.03], [0.06, -0.30, 0.27], [0.14, -0.18, -0.05], [0.03, -0.26, 0.24], [-0.09, -0.25, 0.37], [0.09, 0.37, -0.13], [0.21, 1.46, -0.08], [-1.49, 0.50, 0.72], [0.68, -0.13, -0.67], [0.73, -0.99, 0.30], [0.06, -0.36, -0.43], [-0.19, -0.43, -0.16], [0.22, -0.27, -0.05], [0.08, 0.00, 0.04], [0.18, 0.19, 0.01], [-0.45, 0.01, 0.40], [0.08, 0.56, 0.77], [0.22, -0.20, -1.59], [-0.37, 0.21, 1.40], [0.09, -0.74, 0.57], [-0.03, -0.27, -0.30], [-0.03, 0.03, -0.48], [0.08, -0.01, 0.10], [0.27, 0.15, -0.15], [-0.17, -0.04, -0.11], [-0.01, 0.78, -0.28], [-1.00, 0.55, -0.74], [2.02, 0.72, 0.07], [-0.02, -1.17, -0.49], [0.98, 0.01, 1.44], [-0.70, 0.73, -0.79], [-1.11, -0.45, 0.45], [-0.15, -0.05, -0.87], [-0.15, 0.70, -0.16], [0.83, -0.36, 0.69], [-0.29, 0.03, -0.79], [0.30, 0.58, 0.40], [0.55, -0.33, 0.29], [0.03, -0.54, 0.10], [-0.07, 0.02, 0.11], [-0.09, 0.17, 0.06], [-0.14, 0.20, -0.07], [-0.24, -0.13, -0.08], [-0.29, 0.19, -0.24], [0.47, -0.17, -0.15], [0.16, -0.23, 0.18], [-0.11, 0.02, -0.15], [-0.32, 0.18, -0.16], [-0.11, 0.23, -0.15], [-0.27, 0.56, 0.08], [0.18, -0.22, 0.94], [0.46, -0.44, 0.14], [-0.06, -0.25, -0.13], [-0.22, -0.13, 0.07], [-0.43, -0.53, 0.01], [-0.22, 0.13, -0.05]],
  "mulliken_charge": [-1.397, 0.113, -0.625, -0.264, -0.793, -0.239, 0.244, 0.464, 0.275, 0.430, 0.254, 0.443, 0.279, 0.355, 0.241, 0.123, -0.197, -1.382, 1.038, -1.189, -0.372, -0.784, -0.301, 0.231, 0.406, 0.386, -0.391, 0.566, 0.522, 0.247, 0.272, 0.319, 0.227, 0.319, -1.447, 0.597, -0.634, -0.044, -0.865, -0.747, 0.299, 0.393, 0.366, 0.267, 0.315, 0.236, 0.342, 0.257, 0.255, 0.220, 0.306, -0.709, -0.327, -0.155, -0.477, 0.294, 0.450, 0.177, 0.352, 0.089, 0.305, 0.810, -0.556, -0.553, -0.587, 0.141, -0.570, 0.290, 0.351, 0.240, 0.338, -0.430, 0.629, -0.676, -0.588, 0.334, -0.046, 0.035, 0.047, 0.382, 0.353, 0.508, 0.823, -0.645, -0.139, -0.019, -0.015, -0.780, 0.019, 0.331, 0.102, -2.134, 1.967, -1.429, -0.546, -1.626, 2.503, 0.049, -0.236, -1.402, -1.475, -1.585, 0.558, 0.266, 0.445, 0.430, 0.396, 0.437, 0.177, 0.525, 0.315, -0.030, -0.273, 0.718, 0.421, 0.272, 0.109, 0.615, 0.355, -0.168, 0.285]
}